ORCA calculation (ωB97M-V with the def2-TZVPD basis set) on a structure of composition C26H17AsBeBrF6NO4S2.

For the HOMO energy, the calculation gives -0.3156 Ha.

Geometry (Å):
Be 1.70 0.31 0.06
F 5.09 -2.27 2.58
C 4.39 -2.40 1.46
F 5.08 -3.11 0.58
F 3.24 -3.01 1.73
S 4.07 -0.72 0.74
O 2.81 -0.93 -0.03
O 5.24 -0.35 0.02
N 3.79 0.24 1.95
S 2.41 0.25 2.70
O 2.22 -0.70 3.75
O 1.28 0.34 1.72
C 2.48 1.92 3.47
F 1.36 2.07 4.17
F 2.57 2.86 2.55
F 3.53 1.97 4.28
C -3.65 2.45 1.35
C -3.50 2.38 -0.02
C -2.60 1.49 -0.58
C -1.83 0.66 0.23
C -1.98 0.74 1.61
C -2.88 1.62 2.17
As -0.52 -0.58 -0.53
C -1.19 -2.19 0.29
C -0.91 -2.67 1.56
C -1.54 -3.82 2.00
C -2.45 -4.48 1.17
C -2.71 -4.00 -0.10
C -2.07 -2.85 -0.56
C -2.22 -2.25 -1.90
C -3.01 -2.74 -2.93
C -3.02 -2.10 -4.16
C -2.24 -0.97 -4.38
C -1.44 -0.47 -3.36
C -1.45 -1.10 -2.13
H -4.35 3.14 1.79
H -4.10 3.01 -0.67
H -2.51 1.44 -1.66
H -1.39 0.10 2.26
H -2.99 1.67 3.25
H -0.20 -2.16 2.21
H -1.34 -4.21 2.99
H -2.94 -5.37 1.52
H -3.40 -4.53 -0.74
H -3.61 -3.63 -2.79
H -3.63 -2.49 -4.96
H -2.24 -0.49 -5.35
H -0.82 0.41 -3.52
Br 2.44 6.12 -2.63
C 2.24 4.39 -1.87
C 3.33 3.78 -1.26
C 3.16 2.52 -0.70
C 1.95 1.83 -0.72
C 0.89 2.49 -1.36
C 1.02 3.76 -1.93
H 4.28 4.28 -1.22
H 4.04 2.08 -0.24
H -0.09 2.03 -1.43
H 0.18 4.24 -2.41

Here are the natural (NBO) charges for atoms 1 to 4, given in e: atom 1 (Be): 1.571, atom 2 (F): -0.292, atom 3 (C): 0.747, atom 4 (F): -0.292

***

ORCA calculation (ωB97M-V with the def2-TZVPD basis set) on a structure of composition C25H26N8O2Tc in a non-equilibrium geometry.

The spin multiplicity is 4. Its energy relative to the best compared isomer or geometry (same formula, charge and spin) is 0.576 eV. For the HOMO energy (alpha / beta), the calculation gives -0.2317 / -0.2719 Ha.

Geometry (Å):
Tc 0.72 0.17 0.54
O 0.59 2.16 0.75
C 1.13 2.90 1.68
C 1.19 4.30 1.47
C 1.69 5.15 2.42
C 2.15 4.66 3.66
C 2.12 3.31 3.89
C 1.64 2.40 2.92
C 1.69 1.01 3.26
N 1.41 0.03 2.48
C 1.52 -1.35 3.02
C 0.98 -2.35 1.99
N 1.29 -1.81 0.65
C 2.16 -2.40 -0.07
C 2.81 -1.80 -1.21
C 3.38 -2.63 -2.19
C 4.07 -2.10 -3.25
C 4.24 -0.71 -3.33
C 3.73 0.12 -2.36
C 2.98 -0.39 -1.27
O 2.55 0.43 -0.35
H 0.83 4.66 0.52
H 1.71 6.21 2.22
H 2.53 5.34 4.41
H 2.47 2.92 4.84
H 2.02 0.78 4.27
H 0.96 -1.44 3.95
H 2.57 -1.56 3.24
H -0.09 -2.43 2.10
H 1.44 -3.33 2.14
H 2.49 -3.39 0.24
H 3.26 -3.71 -2.10
H 4.47 -2.75 -4.02
H 4.78 -0.28 -4.16
H 3.87 1.19 -2.39
C -0.59 -1.33 -3.08
C -1.80 -0.56 -2.62
C -2.97 -0.56 -3.38
C -4.09 0.15 -2.96
C -4.03 0.88 -1.78
C -2.89 0.91 -1.00
C -2.83 1.73 0.26
C -1.75 0.17 -1.41
N -0.63 0.14 -0.64
H -0.88 -2.19 -3.68
H 0.00 -1.67 -2.22
H 0.07 -0.70 -3.68
H -2.99 -1.12 -4.30
H -4.99 0.15 -3.57
H -4.90 1.47 -1.47
H -3.81 2.13 0.51
H -2.13 2.56 0.14
H -2.46 1.13 1.10
N -5.44 -1.39 0.38
N -4.11 -1.73 0.53
N -3.53 -2.62 -0.23
C -2.31 -2.64 0.30
N -2.19 -1.80 1.34
N -3.37 -1.22 1.48
H -5.67 -1.50 -0.59
H -5.54 -0.43 0.68
H -1.51 -3.26 -0.07

Here are the natural (NBO) charges for atoms 1 to 4, given in e: atom 1 (Tc): 1.339, atom 2 (O): -0.668, atom 3 (C): 0.409, atom 4 (C): -0.236

***

ORCA calculation (ωB97M-V with the def2-TZVPD basis set) on a cluster of 2 separate species, C3H9NO in total.

The spin multiplicity is 2. Its energy relative to the best compared isomer or geometry (same formula, charge and spin) is 0.374 eV. For the HOMO energy (alpha / beta), the calculation gives 0.0372 / -0.1612 Ha. The total charge is -1.

Geometry (Å):
C 0.36 1.54 -1.19
C 0.26 1.23 0.10
N 0.52 -0.04 0.60
C 0.26 -0.28 2.00
H 0.64 0.79 -1.93
H 0.10 2.48 -1.64
H -0.01 1.94 0.86
H 0.19 -0.80 0.01
H 1.19 -0.31 2.57
H -0.33 0.53 2.44
H -0.31 -1.20 2.12
H -1.83 -1.45 -1.61
H -0.67 -2.51 -1.82
O -0.94 -1.71 -1.30

Here are the natural (NBO) charges for atoms 1 to 4, given in e: atom 1 (C): -0.558, atom 2 (C): 0.010, atom 3 (N): -0.657, atom 4 (C): -0.424

***

ORCA calculation (ωB97M-V with the def2-TZVPD basis set) on a cluster of 2 separate species, C7H6INOS in total in a non-equilibrium geometry.

Its energy relative to the best compared isomer or geometry (same formula, charge and spin) is 0.141 eV. For the HOMO energy, the calculation gives -0.3186 Ha.

Geometry (Å):
C -1.39 -1.73 -0.12
C -0.51 -2.75 0.04
C -0.87 -0.46 0.04
C 0.46 -0.49 0.37
C -1.72 0.72 0.02
C -1.35 2.01 -0.04
C 0.98 2.33 -0.43
N -0.18 2.51 -0.49
O 2.16 2.30 -0.32
S 1.02 -2.18 0.47
I 4.36 -0.62 0.32
H -2.48 -1.87 -0.37
H -0.62 -3.91 -0.03
H -2.66 0.53 0.30
H -2.11 2.69 -0.07
H 1.22 0.33 0.57
H 3.71 0.59 -0.29

Here are the natural (NBO) charges for atoms 1 to 4, given in e: atom 1 (C): -0.253, atom 2 (C): -0.428, atom 3 (C): -0.149, atom 4 (C): -0.380